1.
Here is a structure of composition C23H22Cl3CrN2O4 from OMol25. Energies are from wB97M-V/def2-TZVPD.

```
55
Properties=species:S:1:pos:R:3:mulliken_spin:R:1
Cr 1.36195 0.53013 -0.47072 3.2555
C 0.31588 -2.22163 -1.19719 -0.0077
C 1.61763 -1.59517 -1.21354 -0.0188
C 2.38767 -2.27635 -0.20628 -0.0302
C 1.57689 -3.18430 0.44163 0.0023
C 0.28089 -3.15483 -0.18424 -0.0281
H -0.51581 -1.94189 -1.83192 0.0033
H 2.07690 -1.21728 -2.12117 0.0044
H 3.42308 -2.05970 0.02143 -0.0007
H 1.85036 -3.78297 1.30259 0.0002
H -0.59117 -3.70765 0.14716 -0.0017
N -1.23693 3.59189 0.34819 0.0036
C -0.43643 2.67914 -0.28126 -0.0059
O 0.73313 2.54630 0.07075 -0.0052
C -1.01173 1.85020 -1.40267 0.0407
C 0.13506 1.07989 -2.06292 -0.1998
H -0.92750 3.77668 1.29151 0.0008
H -2.22636 3.42388 0.25331 -0.0010
H -1.60349 2.51457 -2.05079 -0.0043
H -1.71765 1.15862 -0.93063 -0.0034
H 0.71553 1.74886 -2.70394 0.0086
H -0.24354 0.26037 -2.67815 0.0101
C -3.51315 -2.62346 -0.94091 -0.0003
C -4.01965 -1.32400 -0.38419 -0.0003
C -5.03843 -0.61810 -0.98672 -0.0001
C -5.46516 0.59924 -0.46699 0.0001
Cl -6.76693 1.47402 -1.26620 0.0000
C -4.86790 1.12601 0.65617 -0.0003
C -3.84042 0.43554 1.28076 -0.0002
C -3.42212 -0.79846 0.77426 -0.0002
O -2.45808 -1.55797 1.31914 0.0013
C -1.68078 -0.98411 2.37439 -0.0021
C -0.85212 0.22066 1.87245 0.0117
O -0.80964 1.23255 2.58300 0.0079
O -0.32194 -0.02492 0.76045 -0.0247
H -3.91687 -2.79564 -1.93897 0.0000
H -3.79793 -3.45979 -0.29733 0.0000
H -2.42321 -2.62204 -0.98991 0.0004
H -5.50219 -1.00728 -1.88565 0.0000
H -5.19846 2.08093 1.04575 0.0000
H -3.36003 0.86181 2.15136 0.0000
H -0.98700 -1.77117 2.66508 0.0000
H -2.31871 -0.70394 3.21530 -0.0006
Cl 2.73676 0.39758 1.75783 0.0078
C 4.28773 0.72049 0.99097 0.0219
C 5.43660 0.69347 1.73202 -0.0153
C 6.66588 0.98983 1.12716 0.0512
C 6.64431 1.31532 -0.23445 -0.0138
C 5.48188 1.33871 -0.96514 0.0276
Cl 5.58244 1.77070 -2.67404 0.0023
C 4.15658 1.02268 -0.43736 0.0072
N 3.05769 1.01437 -1.11036 -0.1096
H 5.38554 0.44652 2.78740 -0.0003
H 7.59048 0.97244 1.68848 0.0083
H 7.57050 1.55921 -0.74488 -0.0027
```

Values from the calculation:
* molar mass: 548.79 g mol⁻¹
* charge: -2
* multiplicity: 4
* DFT total energy: -101367.881 eV


2.
Here is a cluster of 5 separate species, C22H52BNO20P6 in total from OMol25. Energies are from wB97M-V/def2-TZVPD.

```
102
Properties=species:S:1:pos:R:3:lowdin_charge:R:1
C -2.01032 -3.81869 3.79373 -0.1184
N -2.58090 -3.26923 2.50530 -0.1220
C -1.36998 -2.95308 1.67637 -0.1035
B -3.31430 -2.04770 2.87945 -0.7342
O -3.41277 -1.68379 4.25908 0.0244
P -4.24415 -0.86123 1.65221 0.8380
C -5.51250 -1.93042 0.70648 -0.2815
C -6.83909 -1.07350 0.67245 -0.4249
O -6.72569 0.08395 0.33447 0.0497
C -8.23582 -1.60864 1.08392 -0.1474
C -9.15359 -2.16354 0.09998 -0.0283
C -10.48225 -2.61969 0.52549 -0.0627
C -10.87410 -2.52379 1.93802 -0.0696
C -9.94441 -1.95781 2.92270 -0.0724
C -8.62870 -1.50741 2.49159 -0.0324
P -2.93572 -0.01416 0.12209 0.6746
O -1.77852 1.03676 0.79144 -0.3912
O -2.22270 -1.19130 -0.88904 -0.3763
H -1.28764 -3.09586 4.25931 0.0953
H -1.41315 -4.74058 3.54508 0.0902
H -2.80732 -4.14552 4.50662 0.0938
H -1.17453 -1.84086 1.64923 0.0619
H -1.60279 -3.25922 0.61516 0.0898
H -0.47329 -3.52995 2.00478 0.0913
H -3.18390 -0.73953 4.35341 0.0936
H -5.66301 -2.92805 1.20325 0.0936
H -5.11360 -2.08290 -0.33683 0.0902
H -8.81527 -2.22554 -0.95613 0.1082
H -11.18311 -3.01828 -0.24816 0.0998
H -11.90261 -2.86154 2.21892 0.0955
H -10.27633 -1.88958 3.98684 0.0992
H -7.96287 -1.05925 3.27030 0.1112
H -1.52804 0.67345 1.66400 0.0454
H -1.27768 -0.93661 -0.96364 0.0426
C 3.76433 5.87782 -1.76950 -0.1266
O 2.85749 5.49336 -0.74505 -0.3132
P 2.46286 3.84518 -0.62784 0.6961
O 3.84376 3.32523 -0.92661 -0.2771
O 1.55340 3.95967 -1.99532 -0.2695
C 0.46112 4.88748 -1.99174 -0.1163
O 1.84920 2.28728 -0.33756 -0.2238
C 0.43939 2.16459 -0.08633 -0.1392
H 3.64864 6.95152 -1.92606 0.0931
H 4.78949 5.68182 -1.45616 0.0744
H 3.54984 5.36201 -2.70670 0.0897
H 0.72719 5.75803 -2.59284 0.0887
H 0.20684 5.21297 -0.98133 0.0825
H -0.40988 4.40390 -2.43557 0.0904
H -0.10244 2.10715 -1.03255 0.0918
H 0.07359 3.00657 0.50157 0.0869
H 0.26911 1.25124 0.46806 0.0594
C 9.06961 0.83085 -5.63356 -0.1302
O 7.98252 1.52623 -5.03808 -0.3117
P 8.33833 2.57607 -3.75177 0.7101
O 9.61755 3.11711 -4.33290 -0.2701
O 8.62150 1.28629 -2.76893 -0.2699
C 7.54897 0.35773 -2.56627 -0.1153
O 8.40664 3.62334 -2.41562 -0.2312
C 7.40637 3.46157 -1.39830 -0.1163
H 8.65719 -0.01905 -6.18010 0.0911
H 9.58777 1.47882 -6.33980 0.0848
H 9.76586 0.45869 -4.88058 0.0880
H 7.75200 -0.55410 -3.13003 0.0876
H 6.58889 0.76932 -2.88235 0.0846
H 7.49449 0.11286 -1.50492 0.0891
H 7.71501 2.68485 -0.69561 0.0882
H 6.44097 3.20573 -1.83506 0.0672
H 7.30696 4.40206 -0.85738 0.0873
C -10.71323 -6.83544 4.72144 -0.1294
O -11.61841 -7.67649 4.01736 -0.3167
P -12.99292 -6.94623 3.33692 0.6963
O -12.29989 -5.69173 2.88087 -0.2663
O -13.64579 -6.76271 4.83840 -0.2710
C -13.86232 -7.94469 5.61729 -0.1212
O -14.47027 -6.48575 2.62796 -0.2316
C -15.60531 -7.33122 2.85270 -0.1260
H -10.10070 -7.47326 5.36124 0.0905
H -10.05971 -6.31752 4.02010 0.0853
H -11.24219 -6.11557 5.34767 0.0881
H -13.10905 -7.99934 6.40449 0.0885
H -13.81087 -8.84902 5.00792 0.0814
H -14.85006 -7.88496 6.07645 0.0881
H -16.07987 -7.07056 3.80122 0.0857
H -15.31765 -8.38331 2.85794 0.0795
H -16.32147 -7.16879 2.04770 0.0878
C 16.36805 5.36966 -2.77333 -0.1383
O 15.33966 4.69164 -3.47985 -0.3195
P 14.01088 5.61534 -4.00073 0.6877
O 14.80364 6.83080 -4.39961 -0.2719
O 13.46052 5.73646 -2.45264 -0.2692
C 13.16624 4.52064 -1.75697 -0.1204
O 12.55714 6.25950 -4.59349 -0.2288
C 11.35810 5.49903 -4.36526 -0.1346
H 16.94739 4.61875 -2.23242 0.0876
H 17.02939 5.88052 -3.47256 0.0836
H 15.95710 6.07980 -2.05426 0.0871
H 13.95101 4.32712 -1.02347 0.0854
H 13.09242 3.67009 -2.43696 0.0830
H 12.21521 4.63746 -1.23555 0.0868
H 10.95704 5.72850 -3.37599 0.0860
H 11.54927 4.43216 -4.44903 0.0550
H 10.62042 5.78145 -5.11493 0.0877
```

Values from the calculation:
* molar mass: 847.30 g mol⁻¹
* charge: 0
* DFT total energy: -122497.712 eV
* structure (SMILES): CN(C)B(O)P(CC(=O)c1ccccc1)#P(O)O.COP(=O)(OC)OC.COP(=O)(OC)OC.COP(=O)(OC)OC.COP(=O)(OC)OC


3.
Here is a cluster of 2 separate species, C3H6F3NOS in total from OMol25. Energies are from wB97M-V/def2-TZVPD.

```
15
Properties=species:S:1:pos:R:3:lowdin_charge:R:1
C -2.17113 -0.83496 -0.44634 -0.0878
C 2.24788 1.06510 1.03907 0.1967
C 1.26381 0.11682 1.63645 -0.6628
N -0.10774 -0.27994 -2.26670 -0.2253
O -1.57622 1.48668 -1.77746 -0.4561
F 1.03863 -0.96060 0.77539 0.0258
F 0.01987 0.64922 1.66631 0.0641
F 1.53551 -0.45678 2.81821 0.1378
S -0.80778 0.46620 -1.13279 0.7160
H -1.41462 -1.67134 -0.29803 0.0691
H -2.65670 -0.23446 0.28799 0.0320
H -2.77141 -0.87540 -1.25772 -0.0112
H 3.00015 0.48933 0.37113 0.1181
H 1.78642 2.01534 0.77402 0.0760
H 0.61331 -0.97522 -2.18953 0.0076
```

Values from the calculation:
* molar mass: 161.15 g mol⁻¹
* charge: 0
* DFT total energy: -25728.413 eV


4.
Here is a structure of composition C26H36BIrN6S2 from OMol25. Energies are from wB97M-V/def2-TZVPD.

```
72
Properties=species:S:1:pos:R:3:lowdin_charge:R:1
Ir 0.85638 -1.47917 -1.23167 0.9702
C 4.13608 -1.91349 1.00065 -0.0059
N 3.51860 -2.85841 0.08639 -0.1120
C 3.42922 -4.20019 0.25834 0.0200
C 2.86133 -4.72090 -0.87476 -0.0030
N 2.63468 -3.70996 -1.74254 -0.0257
B 2.27322 -3.93315 -3.24731 -0.4063
N 1.18909 -2.91310 -3.72634 -0.0255
C 1.20613 -2.32974 -4.94567 -0.0033
C -0.01042 -1.73626 -5.15884 0.0192
N -0.75863 -1.93593 -4.04569 -0.1127
C -2.14704 -1.55028 -3.86258 -0.0060
C -0.01123 -2.64476 -3.14650 -0.7970
S -0.63854 -3.32089 -1.67617 0.6976
C 3.00602 -2.54735 -1.14287 -0.7973
S 3.12565 -0.98039 -1.88015 0.6975
H 4.34977 -2.41667 1.93985 0.1096
H 3.47719 -1.06659 1.17705 0.0809
H 5.06851 -1.53915 0.58186 0.1102
H 3.76431 -4.69417 1.15514 0.1498
H 2.60177 -5.73791 -1.11528 0.1477
H 3.26123 -3.74733 -3.89055 0.0978
H 1.81400 -5.02953 -3.35520 0.0978
H 2.07736 -2.37033 -5.57722 0.1476
H -0.37643 -1.19499 -6.01539 0.1497
H -2.44706 -0.90460 -4.68359 0.1095
H -2.27703 -1.02966 -2.91669 0.0811
H -2.78515 -2.43217 -3.85710 0.1101
C -1.06632 -0.74981 5.55418 -0.0249
C -0.22635 0.33344 4.85399 -0.5545
C 1.12513 0.48565 5.57258 -0.0262
C -0.97796 1.66501 4.92164 -0.0505
C 0.03822 -0.11938 3.43074 -0.1152
C 0.70201 -1.32006 3.16440 0.0353
C 0.92117 -1.70589 1.86240 -0.0948
N 0.54483 -0.96821 0.81631 -0.0420
C -0.11184 0.18259 1.02885 -0.1649
C -0.37058 0.61639 2.31976 0.0857
C -0.52449 0.92698 -0.17236 -0.1638
C -1.20845 2.12715 -0.13216 0.0761
C -1.58017 2.79682 -1.30117 -0.1159
C -1.20480 2.19876 -2.50213 0.0455
C -0.51213 1.00565 -2.48057 -0.0942
N -0.19667 0.37225 -1.35399 -0.0421
C -2.33610 4.10832 -1.20865 -0.5544
C -3.65716 3.86689 -0.45654 -0.0243
C -1.46483 5.12065 -0.44102 -0.0229
C -2.65017 4.67727 -2.59195 -0.0515
H -1.30181 -0.42436 6.56707 0.0996
H -0.52877 -1.69611 5.62108 0.0841
H -2.00377 -0.92193 5.02252 0.0981
H 0.95459 0.84414 6.58742 0.0995
H 1.76414 1.20670 5.05952 0.0966
H 1.65655 -0.46459 5.63788 0.0837
H -1.13548 1.92758 5.96644 0.0985
H -1.95991 1.59741 4.44854 0.0938
H -0.40745 2.47487 4.46192 0.0938
H 1.04672 -1.96822 3.95775 0.1297
H 1.39625 -2.65050 1.63192 0.1157
H -0.90067 1.54005 2.47128 0.1053
H -1.46407 2.56551 0.81817 0.1158
H -1.43410 2.64570 -3.45821 0.1219
H -0.17516 0.54143 -3.39843 0.1160
H -3.49620 3.51389 0.56264 0.0820
H -4.27245 3.13326 -0.98020 0.0970
H -4.21422 4.80180 -0.40101 0.0996
H -1.25635 4.79755 0.57936 0.0820
H -1.98671 6.07579 -0.38917 0.0996
H -0.51353 5.27572 -0.95257 0.0984
H -3.28358 4.00076 -3.16932 0.0939
H -1.73852 4.88263 -3.15637 0.0942
H -3.18781 5.61753 -2.47973 0.0990
```

Values from the calculation:
* molar mass: 699.78 g mol⁻¹
* charge: +2
* DFT total energy: -61661.771 eV


5.
Here is a structure of composition C20H37AsClIN3OPtSSi3 from OMol25. Energies are from wB97M-V/def2-TZVPD.

```
69
Properties=species:S:1:pos:R:3:mulliken_spin:R:1
Pt 0.40468 -0.82876 -0.14449 1.5044
Cl 6.86689 0.44562 1.98838 0.0968
C 5.21563 0.11423 1.94029 0.2154
C 4.49160 0.08020 3.12519 -0.0562
C 3.13125 -0.18895 3.14588 0.1636
I 2.09452 -0.23651 4.90745 0.0580
C 2.44249 -0.42377 1.91732 0.2100
O 1.19788 -0.67503 1.87781 0.3976
C 3.20556 -0.37321 0.67815 0.0010
N 2.50964 -0.59908 -0.46202 0.1980
C 3.14787 -0.61849 -1.62566 -0.0119
C 4.52146 -0.39240 -1.71510 0.0241
C 5.24101 -0.13592 -0.57224 0.0359
C 4.57723 -0.12744 0.66756 0.0146
H 5.01933 0.27064 4.05073 0.0041
H 2.55090 -0.81864 -2.50623 0.0009
H 5.00041 -0.41875 -2.68373 0.0008
H 6.30518 0.05231 -0.62085 0.0063
C 0.82407 1.98706 -3.08064 0.0061
Si -0.84096 1.14924 -3.07531 0.0282
C -2.18891 2.28998 -3.64803 0.0374
C -0.84571 -0.51304 -3.91006 0.0082
As -1.36829 0.75008 -0.71705 0.4485
Si -3.59208 -0.22900 -0.32341 0.0259
C -3.60270 -1.89054 -1.14920 0.0014
C -3.80607 -0.31743 1.52153 -0.0012
C -4.70959 1.00597 -1.14912 0.0286
Si -0.87607 2.73275 0.62043 0.0095
C 0.98645 2.85474 0.62592 0.0399
C -1.70137 4.13163 -0.28148 0.0226
C -1.54159 2.41221 2.32326 0.0067
H 1.20388 2.02168 -4.10487 -0.0006
H 1.56795 1.47861 -2.46479 -0.0019
H 0.74804 3.01847 -2.73153 0.0004
H -1.97409 2.52453 -4.69652 0.0070
H -2.20408 3.23388 -3.10340 -0.0037
H -3.18126 1.84507 -3.61699 -0.0030
H -0.47065 -0.40908 -4.93128 -0.0013
H -1.85312 -0.92634 -3.97908 0.0010
H -0.21496 -1.24674 -3.40094 -0.0064
H -3.02253 -2.63430 -0.60386 0.0019
H -3.24905 -1.85149 -2.18034 -0.0016
H -4.63825 -2.24245 -1.17803 0.0009
H -2.91115 -0.67197 2.03705 0.0020
H -4.61614 -1.01715 1.74352 -0.0004
H -4.08359 0.64601 1.94724 0.0000
H -4.70701 0.89891 -2.23306 0.0005
H -4.48973 2.04192 -0.88872 -0.0011
H -5.73008 0.80124 -0.80968 0.0039
H 1.40928 2.92841 -0.37680 0.0021
H 1.43293 2.00395 1.14441 -0.0173
H 1.27824 3.75457 1.17413 0.0000
H -1.15315 4.42104 -1.17921 -0.0005
H -1.72623 5.00188 0.38062 0.0038
H -2.73392 3.91188 -0.55654 0.0009
H -1.21343 1.45122 2.72415 -0.0001
H -2.62925 2.45651 2.36446 -0.0001
H -1.16036 3.19256 2.98809 0.0012
C 1.28983 -5.39286 2.90337 -0.0016
N 1.05767 -4.65948 1.65617 0.0294
C 0.16129 -3.71019 1.51836 0.0013
N -0.55453 -3.28025 2.54039 0.0161
S -0.14678 -3.09507 -0.10954 0.4404
H 2.12688 -6.06699 2.75361 -0.0003
H 0.40941 -5.97769 3.17262 0.0025
H 1.54617 -4.69831 3.70374 0.0018
H 1.49552 -4.99035 0.80821 -0.0008
H -0.46630 -3.67542 3.46569 -0.0004
H -1.25818 -2.57592 2.39408 -0.0011
```

Values from the calculation:
* molar mass: 884.22 g mol⁻¹
* charge: +3
* multiplicity: 5
* DFT total energy: -147012.095 eV


- Look up the molar mass of the fourth one.
  699.78 g mol⁻¹


- Which formula does entry 3 have?
  C3H6F3NOS


- What is the DFT total energy in the first record?
  -101367.881 eV


- Among the records above, which one has the lowest molar mass?
  C3H6F3NOS